Run a
Below is an isolated molecule of C3H5NO4, with properties calculated with ωB97M-V/def2-TZVPD.

The gap between HOMO and LUMO is 0.3924 Ha. Its SMILES is CO[C@@H](C=O)[N+](=O)[O-]. Its spin multiplicity is 1. The value obtained for the LUMO energy is 0.338 eV.

Geometry as XYZ:
```
13
Properties=species:S:1:pos:R:3:mulliken_charge:R:1
C 2.41 -1.04 0.30 -0.05
C -1.20 0.02 -0.78 -0.65
C 1.02 -0.06 0.26 0.07
N 1.58 1.30 -0.19 0.96
O 2.61 1.64 0.37 -0.60
O 2.51 -2.12 -0.23 -0.41
O 1.07 1.80 -1.11 -0.55
O 0.18 -0.45 -0.71 -0.29
H 3.25 -0.76 0.99 0.37
H -1.43 -0.03 -1.84 0.26
H -1.44 1.07 -0.43 0.29
H -2.02 -0.65 -0.40 0.29
H 0.88 0.00 1.28 0.32
```

***

Run b
Below is a cluster of 2 separate species, C3H5NO4 in total, with properties calculated with ωB97M-V/def2-TZVPD.

The gap between HOMO and LUMO (alpha / beta) is 0.2221 / 0.3324 Ha. Its spin multiplicity is 1. The value obtained for the LUMO energy (alpha / beta) is -1.597 / 0.313 eV.

Geometry as XYZ:
```
13
Properties=species:S:1:pos:R:3:mulliken_charge:R:1
C 1.77 -0.52 -0.54 -0.12
C 1.45 0.46 0.43 -0.19
C -1.50 0.42 0.61 -0.05
N -1.04 -0.75 0.16 0.81
O -0.74 -1.70 0.88 -0.60
O -0.94 -0.76 -1.13 -0.70
O 1.94 0.94 -0.71 -0.35
O -2.05 1.34 -0.19 -0.45
H 2.80 -1.00 -0.38 0.23
H 0.96 -1.08 -1.12 0.28
H 1.37 0.82 1.43 0.42
H -1.63 0.72 1.71 0.36
H -2.38 1.11 -1.14 0.37
```

***

Run c
Below is an isolated molecule of C3H5NO4, with properties calculated with ωB97M-V/def2-TZVPD.

The gap between HOMO and LUMO is 0.3549 Ha. Its SMILES is CONC(=O)C(=O)O. Its spin multiplicity is 1. The value obtained for the LUMO energy is -0.702 eV.

Geometry as XYZ:
```
13
Properties=species:S:1:pos:R:3:mulliken_charge:R:1
C -0.81 -0.10 1.25 -0.65
C 1.17 0.00 -0.76 0.51
C -0.05 0.91 -1.42 0.38
H -1.89 0.10 1.43 0.28
H -0.31 -0.18 2.43 0.23
H -0.15 0.88 0.67 0.41
H 1.55 -1.69 0.28 0.25
H -1.44 -0.32 -0.87 0.45
N 0.85 -1.26 -0.21 -0.04
O -0.38 -1.36 0.50 -0.38
O 2.32 0.43 -0.55 -0.53
O -1.34 0.49 -1.23 -0.46
O 0.47 2.10 -1.53 -0.45
```

***

Stability, lowest: run b

***

Run a
Below is an isolated molecule of C6H5N, with properties calculated with ωB97M-V/def2-TZVPD.

The gap between HOMO and LUMO (alpha / beta) is 0.3121 / 0.3120 Ha. Its SMILES is C1=CN[C@H]2C=C2C=1. Its spin multiplicity is 1. The value obtained for the LUMO energy (alpha / beta) is -0.094 / -0.095 eV.

Geometry as XYZ:
```
12
Properties=species:S:1:pos:R:3:mulliken_charge:R:1
C 0.61 1.48 -0.23 -0.47
C 1.47 0.54 -0.58 0.00
C 1.27 -0.78 -0.68 -0.35
N 0.34 -1.32 0.19 -0.24
C -0.85 -0.61 -0.08 -0.39
C -0.70 0.84 -0.03 0.43
C -1.65 0.68 0.84 -0.60
H 0.83 2.45 0.19 0.37
H 1.61 -1.44 -1.45 0.38
H 0.53 -1.85 0.99 0.19
H -1.52 -1.16 -0.73 0.32
H -2.14 1.06 1.73 0.35
```

***

Run b
Below is an isolated molecule of C6H5N, with properties calculated with ωB97M-V/def2-TZVPD.

The gap between HOMO and LUMO (alpha / beta) is 0.3126 / 0.3126 Ha. Its SMILES is C1=CN[C@H]2C=C2C=1. Its spin multiplicity is 1. The value obtained for the LUMO energy (alpha / beta) is -0.101 / -0.102 eV.

Geometry as XYZ:
```
12
Properties=species:S:1:pos:R:3:mulliken_charge:R:1
C 0.63 1.49 -0.24 -0.47
C 1.49 0.55 -0.60 0.00
C 1.30 -0.77 -0.70 -0.34
N 0.35 -1.31 0.18 -0.25
C -0.85 -0.59 -0.08 -0.37
C -0.68 0.86 -0.05 0.40
C -1.63 0.67 0.82 -0.57
H 0.85 2.46 0.18 0.37
H 1.63 -1.43 -1.47 0.37
H 0.55 -1.84 0.99 0.21
H -1.51 -1.15 -0.75 0.31
H -2.12 1.07 1.72 0.35
```

***

Stability, lowest: run a

***

Run a
Below is an isolated molecule of C6H5N, with properties calculated with ωB97M-V/def2-TZVPD.

The gap between HOMO and LUMO is 0.3648 Ha. Its SMILES is C=CCC#CC#N. Its spin multiplicity is 1. The value obtained for the LUMO energy is 0.000 eV.

Geometry as XYZ:
```
12
Properties=species:S:1:pos:R:3:mulliken_charge:R:1
C -0.60 -2.47 0.92 -0.11
C -1.21 -1.62 0.31 -0.16
C 0.66 -2.86 0.99 0.48
C -1.17 -0.36 -0.36 -0.23
C 0.84 0.71 0.52 -0.81
C 0.35 -0.20 -0.25 -0.13
N 1.84 -3.00 1.12 -0.45
H -1.36 -0.48 -1.44 0.20
H -1.71 0.57 -0.07 0.34
H 1.88 0.80 0.62 0.28
H 0.31 1.50 1.06 0.24
H 1.16 -0.80 -0.92 0.34
```

***

Run b
Below is a cluster of 2 separate species, C6H5N in total, with properties calculated with ωB97M-V/def2-TZVPD.

The gap between HOMO and LUMO is 0.3849 Ha. Its spin multiplicity is 1. The value obtained for the LUMO energy is 0.459 eV.

Geometry as XYZ:
```
12
Properties=species:S:1:pos:R:3:mulliken_charge:R:1
C -1.76 1.60 -0.83 -0.08
C 0.90 -0.60 2.55 -0.55
C -1.22 0.53 -0.87 -0.23
C 1.41 -0.01 1.60 0.19
C 2.60 0.76 -0.47 -0.04
C -0.82 -0.89 -1.25 -0.74
N 2.05 0.51 0.56 -0.06
H -1.85 2.73 -0.76 0.33
H 0.64 -1.05 3.44 0.47
H 0.31 -0.90 -1.38 0.19
H -0.97 -1.62 -0.35 0.23
H -1.28 -1.07 -2.24 0.28
```

***

Stability, lowest: run b

***

Run a
Below is an isolated molecule of C3H5F2N, with properties calculated with ωB97M-V/def2-TZVPD.

The gap between HOMO and LUMO is 0.4125 Ha. Its SMILES is N=C(CF)CF. Its spin multiplicity is 1. The value obtained for the LUMO energy is 0.899 eV.

Geometry as XYZ:
```
11
Properties=species:S:1:pos:R:3:mulliken_charge:R:1
C -0.20 -0.17 -0.38 0.43
C -0.11 1.24 0.22 -0.21
C 0.69 -1.18 0.25 -0.22
N -1.03 -0.25 -1.29 -0.64
F 0.28 1.25 1.56 -0.30
F 0.45 -2.41 -0.35 -0.30
H -1.18 1.68 0.16 0.29
H 0.81 1.68 -0.27 0.20
H 0.43 -1.17 1.30 0.23
H 1.82 -1.07 0.15 0.24
H -1.17 -1.19 -1.64 0.28
```

***

Run b
Below is an isolated molecule of C3H5F2N, with properties calculated with ωB97M-V/def2-TZVPD.

The gap between HOMO and LUMO is 0.3817 Ha. Its SMILES is N[C@@H]1[C@@H](F)[C@H]1F. Its spin multiplicity is 1. The value obtained for the LUMO energy is 1.053 eV.

Geometry as XYZ:
```
11
Properties=species:S:1:pos:R:3:mulliken_charge:R:1
C -0.49 -0.41 0.65 -0.16
C 0.57 -0.51 -0.54 -0.16
C 0.27 0.81 0.24 -0.06
H -0.25 -0.51 2.73 0.25
H -0.30 -2.03 2.04 0.24
H -1.49 -0.27 0.31 0.35
H 1.53 -1.11 -0.36 0.36
H 1.04 1.19 0.93 0.36
N 0.02 -1.04 1.84 -0.61
F 0.04 -0.51 -1.72 -0.28
F -0.35 1.69 -0.58 -0.29
```

***

Stability, lowest: run b